Record 1
Molecular formula: C4H7NO
Method: DFT, the ωB97M-V functional and the def2-TZVPD basis

Values from the calculation:
Calculated total energy, eV: -7792.0919
LUMO energy, Ha: 0.0275
E_HOMO, eV: -8.8
Total charge: 0
Energy above the lowest of the compared OMol25 structures with the same formula, charge and spin, kcal/mol: 174.2

Each line ends with the Mulliken charge.
Atoms and positions in Å:
C (-0.74, -0.71, 0.84)  -0.471
O (0.28, 0.03, 1.52)  -0.398
C (1.17, 0.69, 0.60)  -0.340
C (0.40, 0.15, -0.67)  -0.178
N (-0.69, 0.23, -1.76)  -0.588
C (-1.07, 0.18, -0.29)  0.117
H (-1.64, -0.95, 1.52)  0.280
H (-0.28, -1.62, 0.57)  0.294
H (1.39, 1.80, 0.62)  0.254
H (2.11, 0.22, 0.69)  0.250
H (0.70, -0.81, -0.79)  0.245
H (-0.36, -0.53, -2.71)  0.297
H (-1.28, 1.32, -0.13)  0.240

Record 2
Molecular formula: C4H7NO
Method: DFT, the ωB97M-V functional and the def2-TZVPD basis

Values from the calculation:
Calculated total energy, eV: -7795.1825
LUMO energy, Ha: 0.0180
E_HOMO, eV: -8.3
Total charge: 0
Energy above the lowest of the compared OMol25 structures with the same formula, charge and spin, kcal/mol: 102.9

Each line ends with the Mulliken charge.
Atoms and positions in Å:
O (-1.82, 0.56, -0.63)  -0.561
C (-0.45, 0.33, -0.78)  0.069
C (0.49, 1.07, 0.20)  -0.589
C (0.96, -0.18, 0.97)  -0.035
N (0.04, -1.03, 1.25)  -0.576
C (-0.10, -1.10, -0.32)  -0.606
H (-2.02, 0.24, 0.26)  0.399
H (-0.21, 0.57, -1.83)  0.383
H (-0.06, 1.72, 0.91)  0.258
H (1.29, 1.66, -0.26)  0.293
H (2.01, -0.40, 1.17)  0.364
H (-0.86, -1.83, -0.13)  0.310
H (0.72, -1.61, -0.87)  0.290